{
  "formula": "C18H29KN6S3",
  "method": "ωB97M-V/def2-TZVPD",
  "max_force_ev_per_a": 1.6,
  "e_homo_ev": -6.9,
  "lumo_energy_ev": -0.2,
  "charge": 0,
  "orbital_gap_ev": 6.6,
  "energy_ha": -2826.3186,
  "species": ["K", "C", "C", "N", "C", "C", "N", "C", "C", "C", "N", "C", "C", "N", "C", "H", "H", "H", "H", "H", "H", "H", "H", "H", "H", "H", "H", "H", "H", "H", "H", "H", "H", "H", "H", "H", "H", "H", "H", "S", "C", "S", "C", "N", "N", "C", "C", "C", "C", "C", "C", "S", "H", "H", "H", "H", "H"],
  "xyz": [[0.85398, 1.27791, -1.00919], [2.45307, 4.28989, 0.11587], [1.86857, 4.63570, -1.26345], [0.75869, 3.75196, -1.67098], [-0.54659, 4.18779, -1.14954], [-1.63369, 3.12904, -1.35181], [-1.47822, 1.98533, -0.44564], [-1.98129, 2.18901, 0.92837], [-0.90353, 2.16723, 2.02056], [-0.23601, 0.79793, 2.24340], [0.91611, 0.58508, 1.35913], [2.20092, 1.02531, 1.90362], [3.30119, 0.90627, 0.84759], [3.17291, 1.89655, -0.23915], [3.59379, 3.26431, 0.10490], [1.65099, 3.92646, 0.76993], [2.83273, 5.20833, 0.57192], [2.65749, 4.55655, -2.01445], [1.54223, 5.68185, -1.25482], [0.70149, 3.76258, -2.68327], [-0.87339, 5.12547, -1.61490], [-0.44587, 4.38748, -0.07759], [-1.58725, 2.76612, -2.38352], [-2.60609, 3.61826, -1.22867], [-1.90770, 1.16400, -0.85491], [-2.71396, 1.41178, 1.15489], [-2.51854, 3.14204, 0.98100], [-1.36780, 2.50213, 2.95281], [-0.12624, 2.90227, 1.77725], [-0.96460, 0.00901, 2.04444], [0.04799, 0.71106, 3.29821], [0.99435, -0.40106, 1.11142], [2.50190, 0.43713, 2.77970], [2.11461, 2.06605, 2.24013], [3.23396, -0.08945, 0.39841], [4.27426, 0.98073, 1.34576], [3.70599, 1.55680, -1.03048], [4.35169, 3.59995, -0.60710], [4.07545, 3.26602, 1.08821], [0.97640, -6.89174, 0.70518], [0.61142, -5.42285, 0.01655], [1.82182, -4.19891, -0.17625], [0.67699, -3.09043, -0.90678], [-0.49653, -3.61503, -1.01683], [-0.53878, -4.91285, -0.49436], [-1.82015, -5.55678, -0.58592], [-2.78468, -5.02032, -1.44458], [-4.02964, -5.61754, -1.55206], [-4.34202, -6.75191, -0.81346], [-3.38309, -7.27701, 0.03552], [-2.12701, -6.69237, 0.15568], [1.14396, -1.50386, -1.37634], [-2.54783, -4.14116, -2.02063], [-4.76131, -5.18925, -2.22580], [-5.31597, -7.21729, -0.90130], [-3.60174, -8.16003, 0.62219], [-1.39542, -7.12155, 0.82114]],
  "mulliken_charge": [0.80, 0.40, -1.00, -0.09, -0.62, -1.05, -0.11, -1.15, 0.12, -1.05, 0.17, -0.73, -1.08, -0.07, -1.16, -0.47, 0.42, 0.47, 0.34, 0.22, 0.40, 0.37, 0.41, 0.41, 0.28, 0.51, 0.33, 0.44, -0.30, 0.48, 0.33, 0.02, 0.42, 0.42, 0.50, 0.38, 0.25, 0.49, 0.34, -0.42, 0.30, -0.16, 0.04, -0.81, 0.55, 0.65, -0.31, -0.49, -0.48, -0.65, -0.45, -0.34, 0.44, 0.34, 0.37, 0.35, 0.17]
}


{
  "formula": "C18H29N2O2P2Ti",
  "method": "ωB97M-V/def2-TZVPD",
  "max_force_ev_per_a": 2.9,
  "s2": 0.755,
  "spin_multiplicity": 2,
  "e_homo_ev": [-6.9, -6.9],
  "lumo_energy_ev": [-0.3, -0.6],
  "charge": 0,
  "orbital_gap_ev": [6.6, 6.3],
  "energy_ha": -2495.3811,
  "species": ["C", "C", "N", "C", "C", "C", "C", "P", "Ti", "P", "C", "C", "C", "C", "C", "C", "C", "O", "O", "H", "H", "H", "C", "C", "H", "H", "H", "H", "C", "C", "H", "H", "H", "H", "H", "H", "H", "H", "H", "H", "H", "H", "H", "H", "H", "H", "H", "H", "H", "H", "H", "H", "N", "C"],
  "xyz": [[-1.12265, -3.04100, 2.65693], [-0.36015, -2.19578, 1.81522], [-0.59839, -0.82220, 1.87710], [-1.36698, -0.29739, 2.85693], [-2.04504, -1.11406, 3.75103], [-1.95356, -2.50214, 3.61821], [0.60024, -2.69652, 0.91501], [1.67468, -1.59323, 0.02889], [0.29447, 0.42090, 0.42672], [-1.21458, 2.08983, 1.36954], [-1.45880, 1.21273, 2.98639], [1.10378, 1.36670, -1.38736], [2.48433, 1.52546, -1.49382], [3.00132, 2.23766, -2.58723], [2.13907, 2.80345, -3.53518], [0.75325, 2.64101, -3.40146], [0.22880, 1.90907, -2.32819], [-2.88253, -5.08442, -2.41629], [-1.43650, -0.81533, -5.73072], [-0.99194, -4.11465, 2.52825], [-2.65681, -0.63807, 4.51446], [-2.52464, -3.14543, 4.28189], [3.32543, -1.67691, 0.79865], [1.89470, -2.23893, -1.65182], [-2.44060, 1.50595, 3.38508], [-0.69638, 1.58520, 3.69287], [-2.43367, -5.62605, -1.77082], [0.67549, -3.78490, 0.83493], [-0.47478, 3.68413, 1.80923], [-2.90551, 2.47121, 0.85374], [3.15486, 1.11590, -0.73244], [4.08150, 2.35447, -2.69273], [2.54617, 3.37015, -4.37547], [0.08208, 3.08590, -4.13913], [-0.84956, 1.76390, -2.21570], [-0.76095, -0.11210, -0.82756], [-0.56006, -0.97215, -5.33984], [-2.04217, -0.88521, -4.99707], [-3.40031, -4.45164, -1.89024], [-1.30217, 0.32780, -0.42430], [3.65072, -2.72538, 0.82423], [4.04685, -1.07258, 0.23187], [3.25852, -1.27540, 1.81695], [2.14047, -3.30735, -1.59799], [0.96682, -2.10293, -2.22223], [2.70074, -1.69283, -2.16005], [-3.40275, 3.10433, 1.60260], [-2.86320, 2.99761, -0.10961], [-3.46648, 1.53640, 0.72570], [-1.17049, 4.29786, 2.39667], [0.45866, 3.52050, 2.36017], [-0.23029, 4.20405, 0.87392], [2.57813, 1.63492, 2.47300], [1.77086, 1.21748, 1.72107]],
  "mulliken_spin": [0.00, 0.00, -0.02, 0.01, 0.00, 0.00, -0.01, -0.04, 0.98, 0.00, 0.00, -0.05, 0.01, 0.00, 0.00, 0.00, 0.00, 0.00, 0.00, 0.00, 0.00, 0.00, 0.01, 0.01, 0.00, 0.00, 0.00, 0.00, 0.01, 0.01, 0.00, 0.00, 0.00, 0.00, 0.00, 0.03, 0.00, 0.00, 0.00, 0.04, 0.00, 0.00, 0.00, 0.00, -0.01, 0.00, 0.00, 0.00, 0.00, 0.00, 0.00, 0.00, 0.07, -0.05]
}


{
  "formula": "C18H29NO2",
  "method": "ωB97M-V/def2-TZVPD",
  "max_force_ev_per_a": 0.6,
  "e_homo_ev": -8.1,
  "smiles": "CC[C@H](C)c1ccccc1OCCOCCN1CCCC1",
  "lumo_energy_ev": 0.9,
  "charge": 0,
  "orbital_gap_ev": 9.0,
  "energy_ha": -908.4802,
  "species": ["C", "C", "H", "H", "C", "C", "C", "C", "C", "C", "C", "O", "C", "C", "O", "C", "C", "N", "C", "H", "C", "H", "H", "C", "H", "H", "C", "H", "H", "H", "H", "H", "H", "H", "H", "H", "H", "H", "H", "H", "H", "H", "C", "H", "H", "H", "H", "H", "H", "H"],
  "xyz": [[0.57764, 1.96758, 1.49923], [0.50420, 1.79911, -0.01324], [0.01894, 0.85444, -0.25413], [-0.09686, 2.60742, -0.43814], [1.89135, 1.83104, -0.66786], [2.79755, 0.75223, -0.12317], [3.94967, 1.12235, 0.55314], [4.83224, 0.18992, 1.07061], [4.55959, -1.15325, 0.91122], [3.41521, -1.55487, 0.24359], [2.52882, -0.61908, -0.27843], [1.38732, -0.95693, -0.95567], [1.10464, -2.31213, -1.21993], [0.51468, -3.07310, -0.01488], [-0.88751, -3.03048, 0.03817], [-1.41154, -1.75404, 0.34331], [-2.94230, -1.88430, 0.46627], [-3.69171, -0.66383, 0.33032], [-3.42066, 0.37280, 1.31273], [-2.34453, 0.50872, 1.50109], [-3.99433, 1.62950, 0.67036], [-5.08083, 1.62511, 0.75434], [-3.60544, 2.54370, 1.11489], [-3.57902, 1.44981, -0.78788], [-2.53733, 1.74844, -0.91431], [-4.19127, 2.02838, -1.47691], [-3.72754, -0.05976, -1.00114], [-2.94595, -0.45089, -1.66045], [-4.69721, -0.29758, -1.45542], [-3.90634, 0.11502, 2.25750], [-3.27553, -2.57756, -0.30989], [-3.18586, -2.32666, 1.43586], [-1.16408, -1.04083, -0.45476], [-0.96734, -1.38674, 1.28071], [0.94121, -2.66890, 0.91596], [0.76403, -4.13385, -0.09479], [0.35646, -2.29778, -2.01851], [1.99649, -2.82618, -1.59589], [3.22334, -2.61126, 0.13908], [5.23133, -1.90087, 1.30606], [5.72065, 0.51223, 1.59175], [4.16229, 2.17481, 0.67617], [1.77862, 1.74378, -2.19176], [1.20019, 2.58291, -2.57295], [1.28768, 0.82111, -2.48512], [2.76771, 1.77091, -2.64419], [2.35044, 2.79580, -0.42076], [-0.42054, 1.97220, 1.93304], [1.06504, 2.90591, 1.75695], [1.14638, 1.15564, 1.94781]],
  "mulliken_charge": [-1.66, 0.20, -0.33, 0.50, 0.32, 0.41, -0.62, -0.87, -0.72, -1.02, 1.24, -0.22, -1.05, -0.25, -0.42, 0.32, -1.16, 0.00, -0.23, 0.00, -0.77, 0.31, 0.36, -0.16, -0.09, 0.39, -0.61, 0.28, 0.32, 0.32, 0.39, 0.30, -0.07, 0.24, 0.42, 0.32, 0.40, 0.53, 0.36, 0.40, 0.39, 0.37, -1.72, 0.46, 0.22, 0.40, 0.61, 0.45, 0.41, 0.29]
}


Which formula does entry 1 have?
C18H29KN6S3